C2H6NO5 | ωB97M-V/def2-TZVPD

net charge = -1
largest force on an atom = 4.2 eV/A
HOMO = -0.204 Eh

Cartesian coordinates (Å):
H  1.273  -0.559  -2.996
H  -0.130  1.685  2.686
O  -0.746  -1.059  0.710
H  -2.220  -0.327  -1.287
O  1.009  0.196  1.104
H  -0.353  -1.175  -1.552
H  1.052  2.686  3.282
C  1.431  -0.431  -1.928
O  0.131  2.402  3.319
H  -1.955  -1.184  -0.159
C  0.278  -0.398  0.366
O  2.592  -0.153  -1.566
N  0.314  -0.581  -1.116
O  -2.677  -1.102  -0.864